Entry 1:
The following is a quantum chemistry calculation of a structure of composition C19H53NO15S2 at a distorted geometry, from OMol25.

XYZ file:
```
90
Properties=species:S:1:pos:R:3:forces:R:3
C 3.9193 -0.9922 -1.6149 -0.4 0.7 0.5
C 2.5331 -0.7665 -0.8995 1.5 -0.9 1.3
O 1.4836 -1.5168 -1.5389 -0.3 1.6 -0.6
S 0.4751 -0.5918 -2.4420 -4.0 1.0 -1.8
O 1.0285 -0.2708 -3.7600 0.7 -1.4 1.2
O 0.0725 0.6390 -1.7565 1.4 -1.1 0.5
N -0.8633 -1.5678 -2.6703 1.3 0.7 1.7
S -1.9220 -1.4367 -1.3902 0.3 -1.8 1.6
O -2.8254 -2.6088 -1.2998 0.7 1.0 -1.4
O -1.2501 -1.3132 -0.0724 -0.1 0.6 -1.1
C -3.0570 0.0379 -1.7208 -0.9 3.2 -1.9
O -3.7649 0.4226 -0.7735 0.5 -1.2 0.2
O -3.0379 0.5833 -2.8786 0.3 -2.0 1.7
H 3.8914 -1.9578 -2.1697 0.1 0.7 0.4
H 4.1668 -0.1375 -2.2934 -0.3 -0.9 0.2
H 4.7050 -0.9960 -0.8170 -0.6 -0.2 -0.8
H 2.6409 -1.2115 0.1438 -0.5 0.5 -1.7
H 2.3189 0.3166 -0.7497 -0.3 -0.8 -0.5
C -6.2101 0.2604 -4.6765 0.0 0.2 -0.2
C -6.9414 -0.2532 -3.4492 0.6 0.0 0.2
O -6.1174 -1.1454 -2.7264 -0.4 0.0 -0.1
H -5.9169 -0.5710 -5.3215 -0.1 0.0 0.0
H -6.8408 0.9486 -5.2503 0.0 0.0 0.0
H -5.2930 0.7801 -4.3867 0.0 0.0 0.1
H -7.8480 -0.7936 -3.7393 0.0 -0.1 0.1
H -7.2297 0.5758 -2.7905 -0.1 0.1 -0.1
H -5.3257 -0.6487 -2.4699 0.2 -0.1 0.2
C -2.1385 0.2579 3.5064 -0.1 0.0 0.0
C -0.9844 -0.5436 2.9410 -0.3 0.0 0.1
O 0.0243 -0.7411 3.9488 0.4 0.0 0.2
H -1.7892 1.2295 3.8688 0.0 0.0 -0.1
H -2.9075 0.4194 2.7487 0.1 0.0 0.0
H -2.5874 -0.2598 4.3602 -0.1 0.0 0.0
H -0.5261 -0.0179 2.1051 0.1 -0.2 0.0
H -1.3239 -1.5185 2.5862 0.0 0.1 -0.2
H -0.3886 -1.2159 4.6780 0.0 0.0 -0.1
C 7.7310 2.3006 -2.4591 0.0 0.1 -0.1
C 6.7692 1.7279 -1.4353 0.3 -0.1 0.1
O 6.9512 0.3226 -1.3077 0.0 -0.1 -0.1
H 7.5817 1.8264 -3.4315 -0.1 0.0 0.0
H 7.5893 3.3781 -2.5662 0.1 0.0 0.0
H 8.7680 2.1101 -2.1660 0.0 0.1 0.1
H 5.7374 1.9012 -1.7419 0.0 -0.2 0.1
H 6.9223 2.1942 -0.4566 -0.1 0.2 -0.1
H 7.8599 0.1687 -1.0269 -0.1 0.0 0.0
C 4.7571 -0.1806 3.6655 0.1 0.1 0.0
C 3.7002 -0.2555 2.5782 0.0 -0.5 0.2
O 4.1251 -1.1173 1.5270 0.5 0.2 0.5
H 5.7021 0.1843 3.2558 -0.1 0.0 0.0
H 4.4417 0.4853 4.4723 0.0 0.0 0.0
H 4.9513 -1.1722 4.0849 -0.1 0.0 0.1
H 3.5247 0.7307 2.1478 0.0 -0.1 -0.1
H 2.7540 -0.6297 2.9819 -0.1 0.2 0.1
H 4.2712 -1.9914 1.9056 -0.1 0.0 -0.1
C -10.6764 -2.0215 -4.9689 0.0 0.0 -0.1
C -11.6868 -0.9620 -4.5759 0.2 -0.3 0.3
O -12.8106 -1.5557 -3.9270 -0.3 0.1 -0.1
H -11.1326 -2.7567 -5.6358 0.0 0.1 0.0
H -9.8173 -1.5739 -5.4717 0.0 -0.1 0.1
H -10.3230 -2.5641 -4.0886 0.1 0.1 0.0
H -12.0532 -0.4362 -5.4585 -0.2 0.0 0.1
H -11.2366 -0.2290 -3.8996 0.1 0.1 -0.1
H -12.4843 -2.0103 -3.1424 0.0 0.1 -0.1
C 7.3771 6.7257 -2.2559 0.0 0.0 -0.1
C 6.6344 6.2412 -1.0249 0.3 0.1 0.0
O 7.4586 5.3738 -0.2520 -0.1 -0.1 0.1
H 7.6898 5.8797 -2.8710 -0.1 0.0 0.0
H 6.7485 7.3852 -2.8576 0.1 0.0 0.0
H 8.2838 7.2681 -1.9721 -0.1 0.1 0.0
H 5.7431 5.6831 -1.3117 0.1 -0.1 0.1
H 6.3267 7.0860 -0.3998 -0.2 0.0 -0.1
H 8.2414 5.8711 0.0092 -0.1 -0.1 0.0
C 0.2429 -4.3295 1.3453 0.0 0.1 0.0
C 1.3607 -4.7777 0.4246 -0.1 0.1 0.4
O 2.5253 -3.9801 0.6273 0.4 0.0 -0.2
H -0.0007 -3.2794 1.1661 -0.1 -0.1 -0.2
H -0.6560 -4.9297 1.1903 0.0 0.1 0.0
H 0.5483 -4.4165 2.3949 0.0 -0.1 0.0
H 1.0607 -4.6682 -0.6174 0.1 0.2 0.0
H 1.6176 -5.8298 0.6038 -0.1 -0.1 -0.1
H 2.7938 -4.0850 1.5465 -0.2 0.0 -0.1
C -0.9595 0.5334 7.4879 0.0 0.1 -0.1
C -2.4115 0.2782 7.8475 0.3 -0.3 -0.1
O -2.9796 -0.6854 6.9696 -0.2 0.0 0.1
H -0.8769 0.8858 6.4580 0.0 0.0 0.0
H -0.5168 1.2790 8.1527 0.0 0.0 0.0
H -0.3760 -0.3890 7.5580 0.0 0.0 0.1
H -2.9948 1.1949 7.7557 -0.1 -0.1 -0.1
H -2.4992 -0.0859 8.8779 0.0 0.2 0.1
H -2.4689 -1.4979 7.0577 -0.1 0.1 -0.1
```
Forces are in eV/Å.

As for the total charge: -2. For the LUMO energy, the calculation gives 3.23 eV. The total energy comes out at -74432.64781 eV. The calculation puts the HOMO energy at -1.81 eV.

---

Entry 2:
The following is a quantum chemistry calculation of a structure of composition C19H54AgN3O7 at a distorted geometry, from OMol25.

XYZ file:
```
84
Properties=species:S:1:pos:R:3:forces:R:3
Ag -0.6210 -2.5158 2.5872 -0.5 -0.5 0.0
C 0.8020 0.1773 -2.1966 0.0 0.1 0.3
O 0.0317 -0.3677 -1.1707 0.7 0.5 -0.8
H 1.6922 0.7421 -1.9196 0.1 -0.2 0.6
H 1.0909 -0.5810 -2.9243 -0.1 -0.5 0.0
H 0.2319 0.8714 -2.8141 -0.7 0.0 0.0
C 7.3251 0.5683 1.5664 0.2 0.3 -0.3
C 8.8453 0.6333 1.6785 0.5 -1.6 0.6
C 9.3333 1.8130 2.5125 -0.1 0.9 -0.6
O 10.7407 1.8862 2.6654 0.2 -1.2 -0.5
C 11.2160 3.0239 3.3600 -1.2 -0.2 0.1
N 9.3162 -0.6811 2.2076 -0.3 0.9 -0.3
H 6.8327 0.2904 2.4983 0.1 0.3 0.3
H 7.0330 -0.2061 0.8570 0.2 0.1 -0.2
H 6.9606 1.5331 1.2137 -0.3 0.0 0.1
H 9.2591 0.6903 0.6717 0.1 0.3 0.0
H 8.8263 1.8651 3.4760 0.0 -0.3 0.4
H 8.9879 2.6804 1.9500 0.0 0.6 0.0
H 10.5841 3.1109 4.2438 0.1 0.4 0.4
H 11.0729 3.9042 2.7333 0.2 0.3 0.1
H 12.2533 2.9064 3.6736 -0.1 -0.2 -0.3
H 8.7710 -0.8556 3.0398 0.0 -0.2 0.3
H 10.2645 -0.5168 2.5140 0.3 -0.3 0.1
C -4.5795 1.7012 3.1628 -0.5 2.0 -0.3
C -5.3360 0.4919 3.6131 -0.7 1.0 1.0
C -6.8874 0.7249 3.5634 1.0 0.3 0.4
O -7.5716 -0.4495 3.9084 -0.4 -0.8 -0.4
C -8.9823 -0.3383 3.6927 0.0 0.4 0.7
N -4.9809 -0.5840 2.7538 -0.1 -1.2 -0.3
H -5.1320 2.1060 2.3149 0.2 0.2 -0.4
H -3.5326 1.6433 2.8650 -0.1 -0.9 0.0
H -4.5799 2.5055 3.8985 -0.2 0.0 0.2
H -5.0622 0.3643 4.6604 0.0 -0.8 0.1
H -7.1765 1.0028 2.5499 0.0 0.4 -0.3
H -7.1344 1.5163 4.2712 -0.2 0.3 0.0
H -9.3693 0.3774 4.4180 -0.2 0.1 0.1
H -9.4991 -1.2819 3.8675 0.5 -0.1 0.0
H -9.2793 0.0349 2.7125 0.4 -0.1 -0.3
H -5.7267 -1.2500 2.8968 0.0 -0.9 0.1
H -5.2373 -0.2352 1.8413 0.4 0.0 -0.7
C -2.8173 -7.8566 4.6067 0.1 -0.6 -0.5
C -2.2040 -6.8900 3.6069 -1.9 1.2 -0.3
C -3.0915 -6.7607 2.3596 0.6 -0.2 -0.6
O -2.4968 -5.8379 1.4255 0.7 -0.4 0.1
C -3.1232 -5.7109 0.1453 -0.7 -0.6 0.7
N -2.2277 -5.5437 4.2003 1.4 0.7 0.5
H -2.9858 -8.7928 4.0745 0.3 -0.5 0.5
H -3.7965 -7.5880 5.0030 -0.1 0.5 -0.3
H -2.1717 -7.9365 5.4812 0.1 -0.5 -0.1
H -1.1957 -7.1728 3.3045 0.0 0.1 0.2
H -4.0855 -6.4564 2.6875 -0.2 0.4 -0.1
H -3.2296 -7.7512 1.9260 0.2 -0.1 -0.4
H -3.2754 -6.6629 -0.3632 -0.4 -0.4 0.4
H -2.5388 -5.1957 -0.6170 0.4 0.6 0.8
H -4.0696 -5.2170 0.3658 -0.2 0.1 -0.8
H -1.6847 -5.6165 5.0487 0.5 0.2 0.2
H -3.1382 -5.3557 4.5949 -0.5 0.0 -0.4
C 5.3651 0.9803 -6.9622 -0.2 0.4 0.0
C 5.9571 1.5570 -5.7022 0.1 -0.4 0.4
O 7.3695 1.3874 -5.7411 -0.1 0.3 -0.1
H 5.6683 -0.0542 -7.1230 -0.1 0.0 0.1
H 5.6615 1.5717 -7.8285 0.1 -0.1 0.0
H 4.2813 1.0594 -6.8767 -0.1 -0.2 -0.1
H 5.5655 1.0462 -4.8225 -0.1 -0.4 0.1
H 5.6257 2.5829 -5.5415 0.3 0.4 -0.4
H 7.7726 1.9244 -5.0550 0.0 0.0 0.0
C 0.4642 5.1574 -6.3994 0.4 0.7 -0.1
C -0.9554 5.7569 -6.3576 0.5 -0.6 -0.2
O -1.2343 6.5424 -7.5038 -0.1 0.2 -0.1
H 1.1875 5.9272 -6.6682 -0.1 0.3 0.2
H 0.6531 4.4082 -7.1682 -0.6 -0.3 0.0
H 0.8050 4.7612 -5.4428 -0.3 -0.1 0.1
H -1.1188 6.4244 -5.5115 0.4 -0.1 0.1
H -1.6628 4.9360 -6.2404 -0.3 0.0 -0.1
H -1.6244 6.0216 -8.2096 0.1 -0.2 0.1
C -6.7478 2.6724 -2.4933 -1.2 0.6 0.7
C -5.3023 2.3972 -2.6052 0.2 -1.1 0.2
O -5.0458 1.0512 -2.1008 0.0 0.8 -0.5
H -7.0727 2.7305 -1.4545 0.0 -0.1 0.1
H -7.3791 1.9380 -2.9934 0.3 -0.1 -0.1
H -6.9607 3.6420 -2.9434 -0.1 0.1 -0.1
H -4.6911 3.0685 -2.0020 -0.1 0.4 -0.3
H -5.1110 2.5040 -3.6729 0.9 -0.3 0.0
H -4.1207 1.0497 -1.8443 0.1 -0.2 0.0
```
Forces are in eV/Å.

As for the total charge: +1. For the LUMO energy, the calculation gives -6.16 eV. The total energy comes out at -43366.43843 eV. The calculation puts the HOMO energy at -10.72 eV. As for the spin multiplicity: 2.

---

- Which value of HOMO energy does entry 2 give?
  -10.72 eV

---

- Look up the total charge of the second one.
  +1

---

- Among the records above, which one has the lowest total energy?
  C19H53NO15S2

---

- Which of these has the highest total charge?
  C19H54AgN3O7